Below is an isolated ion of composition C3H12N3O and charge +1, with properties calculated with ωB97M-V with the def2-TZVPD basis set.

Output
total charge: +1
E_LUMO: -3.130 eV

Last column: Mulliken charge in e.
Positions of all 19 atoms, in Å:
C1 -1.571 -0.510 0.713  -1.78
C2 -0.153 -0.764 -1.331  -0.71
C3 -0.262 -0.149 0.035  0.58
N1 -0.028 1.320 -0.085  -0.17
N2 0.919 -0.594 0.984  -0.24
N3 1.852 0.334 1.233  -0.55
O1 -0.171 0.174 -2.411  -0.60
H1 -1.418 -0.158 1.772  0.41
H2 -2.393 0.003 0.389  0.47
H3 -1.711 -1.509 0.926  0.46
H4 -0.948 -1.456 -1.419  0.41
H5 0.790 -1.205 -1.360  0.45
H6 -0.720 1.994 0.148  0.29
H7 0.091 1.371 -1.157  0.42
H8 1.240 -1.491 0.732  0.27
H9 1.886 0.637 2.130  0.21
H10 0.890 1.361 0.379  0.50
H11 2.778 0.274 0.750  0.22
H12 -1.071 0.368 -2.426  0.36

***

Below is C17H33I2N2O2SbV as an isolated structure, with properties calculated with ωB97M-V with the def2-TZVPD basis set.

Output
total charge: +2
expectation value of S²: 0.76
multiplicity: 2
E_LUMO (alpha / beta): -7.461 / -7.470 eV

Last column: Mulliken charge in e.
Positions of all 58 atoms, in Å:
V1 0.414 1.354 0.148  0.67
N1 -2.131 2.501 -6.230  -0.34
C1 -0.957 2.761 -5.634  0.24
O1 0.055 3.057 -6.225  -0.55
C2 -0.878 2.570 -4.134  0.82
C3 0.184 3.201 -3.481  -0.76
C4 0.466 2.874 -2.174  -0.39
N2 -0.255 1.976 -1.488  -0.33
C5 -1.338 1.450 -2.076  -0.63
C6 -1.678 1.705 -3.393  -0.74
H1 -2.164 2.618 -7.233  0.26
H2 -3.001 2.397 -5.742  0.19
H3 0.785 3.910 -4.030  0.52
H4 1.311 3.318 -1.653  0.59
H5 -1.959 0.813 -1.449  0.75
H6 -2.537 1.218 -3.828  0.37
C7 -1.486 -3.823 0.549  -1.43
C8 -1.204 -2.628 -0.340  0.30
C9 -2.482 -1.942 -0.782  -1.32
Sb1 0.146 -1.180 0.713  0.85
C10 2.185 -2.004 0.580  0.27
C11 2.216 -3.519 0.587  -1.38
C12 3.005 -1.400 1.703  -1.17
C13 -0.380 -1.090 2.870  0.41
C14 -1.801 -0.570 2.997  -1.45
C15 -0.183 -2.406 3.591  -1.23
H7 -1.972 -4.598 -0.042  0.52
H8 -2.160 -3.554 1.359  0.30
H9 -0.572 -4.245 0.962  0.29
H10 -0.618 -2.936 -1.211  0.50
H11 -2.971 -1.431 0.049  0.32
H12 -3.174 -2.695 -1.158  0.48
H13 -2.295 -1.234 -1.588  0.22
H14 2.547 -1.628 -0.380  0.42
H15 1.813 -3.923 1.514  0.26
H16 3.250 -3.852 0.506  0.47
H17 1.674 -3.933 -0.261  0.35
H18 2.715 -1.824 2.662  0.27
H19 2.897 -0.310 1.733  0.13
H20 4.057 -1.623 1.543  0.44
H21 0.325 -0.343 3.257  0.30
H22 -2.520 -1.329 2.694  0.31
H23 -1.956 0.331 2.389  0.26
H24 -2.008 -0.324 4.036  0.45
H25 -0.869 -3.163 3.222  0.21
H26 -0.377 -2.269 4.653  0.48
H27 0.838 -2.767 3.484  0.23
I1 4.010 1.284 -1.050  0.07
I2 6.270 1.062 -2.491  0.07
C16 -0.462 3.393 2.328  -1.24
C17 1.035 3.165 2.443  -0.09
O2 1.425 2.142 1.506  -0.43
H28 -0.782 4.105 3.087  0.43
H29 -1.005 2.456 2.497  0.24
H30 -0.713 3.811 1.343  0.32
H31 1.300 2.834 3.456  0.35
H32 1.576 4.089 2.210  0.39
H33 2.392 2.147 1.405  0.16

***

Below is C12H6F9N2O4PtS8 as an isolated structure, with properties calculated with ωB97M-V with the def2-TZVPD basis set.

Output
total charge: -1
expectation value of S²: 2.01
multiplicity: 3
E_LUMO (alpha / beta): 2.324 / 1.493 eV

Last column: Mulliken charge in e.
Positions of all 42 atoms, in Å:
Pt1 0.243 0.470 0.237  1.33
F1 -4.342 -2.552 0.351  -0.23
C1 -3.438 -3.152 1.136  0.67
F2 -3.843 -4.437 1.235  -0.32
F3 -3.593 -2.635 2.367  -0.23
C2 -2.027 -3.065 0.633  -0.21
C3 -1.255 -4.209 0.512  -0.15
C4 0.052 -4.118 0.052  -1.06
C5 0.565 -2.864 -0.239  -0.38
N1 -0.159 -1.773 -0.095  -0.25
C6 -1.440 -1.820 0.319  0.82
S1 -2.166 -0.278 0.368  -0.62
H1 -1.669 -5.174 0.766  0.47
H2 0.646 -5.007 -0.078  0.40
H3 1.569 -2.718 -0.612  0.57
F4 2.116 4.787 0.025  -0.21
C7 2.637 3.598 0.339  0.65
F5 2.829 2.921 -0.781  -0.16
F6 3.833 3.825 0.889  -0.24
S2 1.532 2.697 1.572  1.08
O1 0.208 2.701 1.002  -0.69
O2 1.698 3.421 2.781  -0.62
N2 2.165 1.248 1.526  -0.62
S3 1.740 0.324 2.742  0.95
O3 2.006 0.859 4.029  -0.60
O4 0.483 -0.344 2.563  -0.61
C8 3.038 -1.011 2.498  0.67
F7 4.263 -0.492 2.587  -0.23
F8 2.932 -1.953 3.440  -0.23
F9 2.934 -1.622 1.317  -0.18
C9 -1.345 3.678 -1.296  -0.60
S4 0.020 3.348 -2.453  -0.08
C10 -0.618 1.867 -3.151  0.01
C11 -0.110 0.634 -2.911  0.07
S5 1.288 0.304 -1.959  -0.48
S6 -0.898 -0.680 -3.797  -0.07
C12 -2.055 0.295 -4.668  0.13
S7 -3.093 -0.285 -5.789  -0.29
S8 -1.992 1.979 -4.235  -0.13
H4 -1.083 4.583 -0.760  0.31
H5 -1.411 2.846 -0.598  -0.04
H6 -2.261 3.804 -1.863  0.43

***

Below is C8H8 as an isolated structure, with properties calculated with ωB97M-V with the def2-TZVPD basis set.

Output
total charge: 0
E_LUMO: 1.108 eV

Last column: Mulliken charge in e.
Positions of all 16 atoms, in Å:
C1 0.767 1.101 0.445  -0.78
C2 -0.534 1.151 -0.250  -0.06
C3 -1.773 0.445 0.423  -0.44
C4 -1.343 -0.904 0.888  -0.23
C5 1.785 0.256 0.206  0.24
C6 2.717 -0.581 -0.195  -0.72
C7 -1.220 0.066 -0.959  -0.07
C8 -0.824 -1.217 -0.251  -0.78
H1 0.975 1.986 0.964  0.45
H2 -0.818 2.230 -0.513  0.35
H3 -2.753 0.820 0.583  0.44
H4 -1.299 -1.568 1.858  0.27
H5 3.005 -1.511 0.249  0.30
H6 3.254 -0.288 -1.092  0.23
H7 -1.850 -0.064 -1.913  0.32
H8 -0.089 -1.922 -0.442  0.48

***

Below is one molecule with the formula C2H2N4O, with properties calculated with ωB97M-V with the def2-TZVPD basis set.

Output
total charge: 0
E_LUMO: -1.459 eV

Last column: Mulliken charge in e.
Positions of all 9 atoms, in Å:
C1 -0.414 0.103 0.845  0.48
C2 0.956 -0.309 -0.885  0.16
H1 -0.404 -0.927 2.377  0.31
H2 1.499 -1.061 -1.526  0.33
N1 -1.119 -0.154 1.959  -0.56
N2 0.845 -0.309 0.372  -0.41
N3 0.279 0.430 -1.829  -0.23
N4 -0.664 1.045 -1.306  0.03
O1 -0.978 1.184 -0.006  -0.10

***

Below is a 2-piece molecular cluster, C9H14O overall, with properties calculated with ωB97M-V with the def2-TZVPD basis set.

Output
total charge: 0
E_LUMO: 0.898 eV

Last column: Mulliken charge in e.
Positions of all 24 atoms, in Å:
C1 -0.151 2.995 1.142  -1.42
C2 1.140 -0.535 -0.849  0.51
C3 0.136 0.264 -1.450  -0.13
C4 1.612 -0.086 0.427  -0.64
C5 -0.460 1.396 -0.803  -0.76
C6 1.129 1.052 0.940  -0.54
C7 0.075 1.802 0.365  0.96
O1 1.614 -1.758 -1.296  -0.51
H1 -0.272 -0.028 -2.477  0.17
H2 1.265 -1.911 -2.144  0.29
H3 2.248 -0.683 0.993  0.47
H4 -1.275 1.852 -1.366  0.39
H5 1.777 1.426 1.747  0.18
H6 -0.469 3.791 0.476  0.38
H7 0.674 3.376 1.756  0.36
H8 -1.029 2.817 1.747  0.27
C8 -1.442 -2.561 0.809  -0.66
C9 -2.618 -1.652 0.408  -0.61
H9 -1.804 -3.021 1.794  0.26
H10 -1.172 -3.389 0.154  0.28
H11 -0.571 -1.968 1.061  0.10
H12 -3.465 -1.424 1.038  0.37
H13 -3.167 -2.128 -0.409  0.26
H14 -2.177 -0.695 0.067  0.02

***

Below is a 2-piece molecular cluster, C5H14S overall, with properties calculated with ωB97M-V with the def2-TZVPD basis set.

Output
total charge: 0
E_LUMO: 0.941 eV

Last column: Mulliken charge in e.
Positions of all 20 atoms, in Å:
C1 -2.643 -0.789 1.777  -0.78
C2 -2.023 -1.954 2.452  -0.76
H1 -2.942 -1.044 0.648  0.21
H2 -3.589 -0.559 2.118  0.38
H3 -2.075 0.085 1.844  0.19
H4 -1.248 -2.368 1.818  0.21
H5 -2.728 -2.726 2.742  0.30
H6 -1.649 -1.586 3.415  0.26
C3 1.226 1.773 -0.794  -0.56
C4 0.973 2.175 0.638  -0.83
C5 1.591 -1.248 -1.278  -0.80
S1 0.522 0.151 -1.647  -0.09
H7 0.796 2.544 -1.454  0.32
H8 2.323 1.474 -0.917  0.32
H9 1.261 1.286 1.270  0.23
H10 -0.091 2.147 0.726  0.24
H11 2.170 -0.987 -0.442  0.26
H12 0.962 -2.106 -1.145  0.30
H13 2.336 -1.409 -2.135  0.28
H14 1.374 3.087 1.100  0.33

***

Below is C3HAlO2 as an isolated structure, with properties calculated with ωB97M-V with the def2-TZVPD basis set.

Output
total charge: +3
expectation value of S²: 1.76
multiplicity: 2
E_LUMO (alpha / beta): -17.702 / -17.805 eV

Last column: Mulliken charge in e.
Positions of all 7 atoms, in Å:
C1 -0.564 3.638 1.602  0.37
H1 -0.534 4.713 1.548  0.44
C2 -0.633 2.440 1.750  0.13
O1 -0.593 0.351 1.978  -0.07
C3 -0.831 -0.351 1.067  0.92
Al1 -1.431 -1.319 -1.481  1.74
O2 -1.092 -0.589 -0.055  -0.53

***

| no. | F_max (eV Å⁻¹) |
| --- | --- |
| 1 | 5.055 |
| 2 | 2.877 |
| 3 | 2.502 |
| 4 | 4.141 |
| 5 | 6.850 |
| 6 | 3.459 |
| 7 | 4.424 |
| 8 | 7.769 |